(1)
9
Properties=species:S:1:pos:R:3 method="wB97M-V/def2-TZVPD" lumo_energy_ev=0.613 relative_energy_kcal_mol=81.2 homo_energy_ev=-10.090 multiplicity=1
H 1.27283 -1.04900 0.76498
O -1.17414 1.75290 0.40393
O -1.61682 -0.45591 0.27322
N 0.28396 0.28965 -0.60256
H 1.74917 -1.17879 -1.01849
O 1.54130 0.80434 -0.31339
C 1.29242 -0.60043 -0.22183
C -0.85590 0.63908 0.11325
H -2.49280 -0.20184 0.60088

(2)
8
Properties=species:S:1:pos:R:3 method="wB97M-V/def2-TZVPD" lumo_energy_ev="-7.626 / -7.625" relative_energy_kcal_mol=87.8 homo_energy_ev="-16.311 / -16.313" multiplicity=1 total_charge=+1
H 1.62695 -0.06723 0.38114
O -1.39791 1.29329 0.03892
H 0.43835 2.02976 -0.27439
N -0.14879 -1.13811 -0.03763
N -0.22610 1.13496 -0.03167
H 0.49802 -2.06512 -0.20144
O -1.35042 -1.18804 0.02236
C 0.55991 0.00049 0.10270

(3)
75
Properties=species:S:1:pos:R:3 method="wB97M-V/def2-TZVPD" lumo_energy_ev=-3.866 homo_energy_ev=-11.477 multiplicity=1 total_charge=+1
H 4.00704 2.24529 -0.24069
C -1.81276 -4.41992 0.18214
C 2.50967 -4.15791 1.58533
O 0.35378 0.58216 -1.29024
C 2.54837 1.86008 -1.76483
H 4.70061 5.89400 -3.13376
H -2.20621 2.02613 2.88909
C -1.53093 -3.63604 -0.93211
C 0.01532 -0.26153 3.25451
C 1.75666 -4.44418 -1.08200
H -0.03368 5.67483 0.49786
H 2.81008 -4.04443 2.61836
H 3.71552 0.32800 2.54929
N 0.41943 0.11647 2.02538
H 2.98293 -0.36870 4.82087
H 0.54194 -0.75113 5.25660
C -2.64211 0.40213 0.05484
C 1.12795 -3.53002 -0.25060
C 3.61417 2.54555 -1.20091
H -4.63601 -5.87544 -0.97390
H -3.72240 3.24024 -0.85021
C 0.89710 -0.45581 4.28105
C -3.75944 3.29511 0.23986
H 1.46893 -4.53492 -2.12261
H -0.00774 4.90076 -1.36068
C 2.53086 3.33427 -3.63718
C 4.13180 3.63508 -1.87636
H 4.95150 4.19050 -1.43911
H -2.73106 0.57242 -1.03122
H 3.26877 -5.95187 -1.18915
C 2.67631 0.14437 2.77874
H -4.67322 3.82919 0.50874
H 3.36624 5.81493 -4.29175
O 2.34270 -0.78256 -1.43855
H 4.85138 4.91900 -4.59480
H -1.05099 -0.39517 3.38623
H -5.51389 -0.15958 1.30804
N -0.57302 2.43917 0.65945
H 1.60258 4.70559 -0.16821
C 3.59703 4.04893 -3.09328
H -3.87683 2.27828 3.37959
S -0.15025 -2.52989 -0.96533
H -5.83317 0.80461 -0.13774
C -3.22023 1.63044 2.79487
H -1.15455 -4.40985 1.04149
H -6.21208 1.45431 1.45653
H 0.99546 -2.62580 1.69034
C 2.00187 2.23746 -2.98575
O -0.46798 -1.51512 0.15874
Si -3.78316 1.59882 1.00901
H 2.09999 3.65498 -4.57704
C 2.25838 -0.23879 4.02777
H 3.93361 -5.70462 1.17699
H 1.16447 1.69589 -3.40298
H -2.92650 -0.63802 0.25470
Ti -0.67552 0.46611 0.28776
H -4.10762 -4.48029 -2.93953
N 2.10259 0.77347 0.53634
C -5.49175 0.85252 0.89837
S 1.87488 0.47898 -0.94030
C 1.49285 -3.36380 1.07478
C 1.73257 0.30876 1.75384
H -2.09609 -3.02371 -2.91114
C 3.13992 -5.09039 0.77368
H -2.91278 3.89182 0.57598
H -3.26459 0.63720 3.24994
C -0.15529 3.46742 0.29163
C -2.93879 -5.22109 0.16110
C -3.76125 -5.23905 -0.96297
C 2.76609 -5.23347 -0.55652
C -2.34326 -3.64222 -2.05703
C 4.15862 5.24010 -3.81426
C -3.46731 -4.45709 -2.06867
H -3.17494 -5.84173 1.01465
B 0.39742 4.80872 -0.22304

(4)
18
Properties=species:S:1:pos:R:3 method="wB97M-V/def2-TZVPD" lumo_energy_ev=6.013 relative_energy_kcal_mol=30.2 homo_energy_ev=-1.536 multiplicity=1 total_charge=-2
O -0.15529 -1.80126 -1.76070
C -0.30855 1.13196 -0.91305
C -0.33600 -1.43551 -0.38191
H 0.06140 1.00466 -1.92222
O -0.96199 1.46369 2.71093
S 1.84550 0.16872 0.17366
O 2.05586 1.35937 0.98284
S -1.43469 0.47295 1.75890
H -1.32112 1.58184 -0.82980
O -2.63968 0.94870 1.04532
O 2.34241 0.44403 -1.25598
O -1.59575 -0.85232 2.39696
H 0.27817 2.09027 -0.49412
H -1.43376 -1.60403 -0.16683
C 0.05127 -0.09434 -0.05101
H 0.22355 -2.22823 0.12349
O 2.50761 -1.07847 0.64420
H 0.82106 -1.57203 -2.06068

(5)
59
Properties=species:S:1:pos:R:3 method="wB97M-V/def2-TZVPD" lumo_energy_ev="3.751 / 3.711" s2=0.751 relative_energy_kcal_mol=99.2 homo_energy_ev="2.048 / -4.204" multiplicity=2 total_charge=-2
H 4.04376 -1.20391 2.30881
H -3.16965 -1.65620 -4.15241
H 2.43159 -1.13663 -0.14397
O -0.67812 -0.17482 0.29521
H 0.16220 -0.09308 1.49833
O 2.86215 1.14952 4.51201
H -2.15330 3.16224 -0.05659
H -4.51436 -1.83285 -0.34418
O -2.76698 3.76832 0.38354
H -2.76095 3.37990 1.38343
O 0.63942 1.76479 -0.20469
H 3.98536 -0.29255 -1.04222
O 4.85181 -0.13810 -0.45195
O 0.10882 -2.78216 2.76981
O -0.93455 -2.33476 -5.05880
H -0.08428 1.24053 0.37700
H -0.36702 0.48744 2.64630
O -3.21293 -0.39656 0.03586
O 2.78348 -3.90636 1.55193
O -5.36557 -1.48160 -0.75298
H 1.99152 2.49260 -3.22871
H 4.08709 -0.24693 3.69769
O 0.27411 -0.19597 2.49169
O 3.49972 4.01577 2.91357
H -0.37111 -1.79079 -5.59351
H -3.80902 -0.95150 3.63955
O 4.56843 -0.84442 3.00589
H 3.88106 4.19048 2.16878
H 2.04343 3.83620 -3.18556
O -3.71208 1.10571 -2.32216
H 3.09827 -4.67327 2.08258
H 0.89750 -0.87210 -2.39189
H -4.28341 1.18188 -1.56071
O 0.32324 -1.49371 -2.29346
H -0.37661 -3.16191 -4.93702
H -2.92693 -1.17747 -0.44000
O -4.28771 -1.51601 2.96505
H 0.75419 2.49237 0.50684
H 2.27908 0.37736 -0.36120
O -0.69151 2.74481 -1.97754
H -4.18533 -0.82100 -3.44794
H 2.54676 2.06069 4.11267
H -2.68692 0.95524 -2.38174
O 2.28659 -0.56567 -0.76241
H 1.84354 -3.63683 1.95690
O 2.20207 3.16927 -3.77025
H -5.35754 -1.72267 -1.82036
H 0.08881 2.05895 -2.03763
H 0.32590 -2.31684 3.64877
H -0.99363 2.55262 -1.10382
H -0.43427 -0.79844 -0.41239
H 0.63781 -2.20084 -2.97825
H 1.84308 1.01792 4.87894
H 5.42848 -0.76916 -0.66702
H -0.20134 -2.02329 2.26418
O -4.00050 -1.64276 -3.75630
H 3.57197 3.15160 3.19951
H -3.93304 -1.23052 2.10652
H -2.08259 -0.27452 0.23634

(6)
15
Properties=species:S:1:pos:R:3 method="wB97M-V/def2-TZVPD" lumo_energy_ev=0.774 relative_energy_kcal_mol=101.6 homo_energy_ev=-9.312 multiplicity=1
H 1.99990 0.06520 -0.09166
H 0.93915 -0.18071 -2.47006
O -0.43155 -1.13353 -1.39007
H -1.93478 1.27724 -0.67189
H -0.16719 2.32639 1.54639
C -1.35953 0.43303 1.23394
C -0.86213 1.61451 1.22547
C 0.70054 -0.72597 -1.48837
O 1.48987 -1.75258 0.55539
H 2.73546 -1.17004 -0.93135
H 1.65088 -2.57002 0.21748
H -3.03122 1.80688 0.78599
H -1.46263 -0.61152 1.58725
C 1.82368 -0.86326 -0.48212
C -2.09044 1.48439 0.37361

(7)
14
Properties=species:S:1:pos:R:3 method="wB97M-V/def2-TZVPD" lumo_energy_ev=-0.566 relative_energy_kcal_mol=84.6 homo_energy_ev=-8.669 multiplicity=1
C 0.26209 1.31164 -1.74587
Si -0.39662 -1.08048 -0.48428
H 0.77564 -2.30023 1.33699
H 0.77567 1.56814 -0.82801
H -2.79199 0.97670 3.47152
H -1.30376 0.35847 -2.61739
H 0.02161 -0.80424 1.87343
C -2.22196 0.15513 1.50733
H 0.30081 1.99546 -2.53673
C -2.67132 0.51854 2.55568
C 0.58785 -1.31689 1.05947
C -0.52916 0.21585 -1.83242
F -0.69321 -2.46721 -1.21687
H 1.60009 -0.83483 0.96865

(8)
21
Properties=species:S:1:pos:R:3 method="wB97M-V/def2-TZVPD" lumo_energy_ev=1.148 relative_energy_kcal_mol=67.8 homo_energy_ev=-8.943 multiplicity=1
C -0.13717 -1.49184 0.83189
H 0.90657 -1.86003 1.01794
H 1.30461 -0.53137 -0.51165
C -0.97467 0.15635 -1.94681
H -1.57966 -0.49499 2.08894
C 1.43036 -0.09324 -1.52080
H 0.28263 1.81261 -1.57680
C 0.21053 0.73781 -1.72807
H -0.72409 -2.39456 0.74911
H -0.54907 -0.93169 -0.17826
C -0.49271 -0.59063 2.02836
H -1.91748 0.68272 -1.84631
H -1.45992 1.54621 0.61219
H 1.43305 -0.95255 -2.19686
H -1.01686 -0.81781 -2.42301
C -0.42495 1.64986 0.93663
H 0.11022 2.53206 0.60210
H 1.21534 0.80818 1.93149
H -0.15277 -0.93131 3.02298
H 2.37946 0.44389 -1.57666
C 0.15656 0.72032 1.68360

(9)
11
Properties=species:S:1:pos:R:3 method="wB97M-V/def2-TZVPD" lumo_energy_ev=0.429 relative_energy_kcal_mol=47.6 homo_energy_ev=-10.305 multiplicity=1
O -1.63222 0.63761 -1.33139
C 3.23532 -0.90193 0.33390
C -0.93959 -0.33275 0.70620
O 3.02909 0.02084 -0.29742
N -0.74684 2.76043 -0.51001
C -1.58780 -0.44546 -0.44686
C -1.18165 1.77712 -0.97844
H -1.08769 -0.97875 1.58350
H -2.29284 -1.12129 -0.76651
H -0.23613 0.44126 0.74177
O 3.44036 -1.85708 0.96525

(10)
95
Properties=species:S:1:pos:R:3 method="wB97M-V/def2-TZVPD" lumo_energy_ev="2.041 / 2.040" s2=6.013 relative_energy_kcal_mol=2.7 homo_energy_ev="-5.152 / -4.869" multiplicity=5 total_charge=-1
H -1.89588 -6.74362 -1.38669
C -0.91350 -5.28155 -0.15093
H 4.22931 -4.67815 -1.92047
H 2.33928 -0.07385 -1.84967
H -3.24748 -2.68907 -1.79103
H 6.31008 -3.38457 -2.27119
C 1.61581 0.75853 0.40790
H -0.57913 -0.76432 -2.46260
C 5.80424 0.66277 -0.49080
C 3.13830 1.96850 4.99393
C 2.25033 1.35846 2.71793
H -0.59677 7.12735 -3.08375
H 5.50889 2.65036 -1.24953
C -1.14611 5.47071 -4.33311
C -4.14387 -2.51457 3.45462
C -2.52882 -0.30665 3.93908
C 3.85294 -0.40536 0.42098
H 6.85898 0.64028 -0.73303
H -4.70153 -0.63838 0.59201
C -0.82820 -3.94795 0.21572
C -1.83171 -5.70190 -1.10381
C -4.57615 2.78653 0.07687
Te 1.11804 -1.38305 -4.45101
C 4.20883 -3.76010 -2.49389
C -4.01742 1.39489 0.35149
C -0.65548 5.28761 -2.00335
C -4.70649 -1.32309 3.89668
C -2.59310 -3.41935 -1.33020
C 5.20411 -0.43782 0.10526
H 3.63781 2.87689 4.65122
C -2.66877 -4.75471 -1.68438
C 3.09295 0.71691 0.11905
H 0.66922 -1.85607 -1.89264
H -3.76012 3.50941 0.03161
H 2.10258 -3.88406 -2.87833
H -5.77757 -1.24802 4.03422
H -1.65933 3.63621 -5.32581
H -1.04886 -1.39809 0.78508
Cl -0.18970 6.04922 -0.51031
H 3.38048 -1.25598 0.89762
C -3.89997 -0.22605 4.14842
H -5.09424 2.79269 -0.88556
C 0.49475 -0.94119 -2.45748
C -5.12431 0.34886 0.39362
C -0.31589 1.02014 3.67746
O -0.74089 3.19055 -0.91500
C 5.34126 -1.85911 -3.42616
C -1.97084 -1.49791 3.49575
H 5.78764 -1.32168 0.32833
H -0.10577 -3.63026 0.95955
Cl -1.52678 1.64033 -3.31970
C -0.87773 3.88537 -1.98013
H 4.11141 -0.46715 -4.49951
C 3.69185 1.81350 -0.48703
H -0.89808 -1.55652 3.34515
C 1.24278 1.00968 1.80585
C -1.37855 4.10971 -4.39600
C 3.00982 -3.31220 -3.03151
C -0.11517 0.89938 2.26436
H -2.33143 -3.52868 2.90904
C 2.02293 1.56842 4.06271
H -2.33669 -1.05575 -0.22636
C 5.37613 -3.03548 -2.69295
C -2.77286 -2.60573 3.26132
Cl -1.30584 6.45222 -5.77520
C 5.04735 1.78963 -0.78325
C 1.28787 0.22067 -1.88502
H -0.25323 -6.00123 0.31814
C -1.66524 0.86600 4.29945
N 0.78099 0.56662 -0.55030
H -4.77509 -3.37039 3.25170
C -1.24310 3.36102 -3.24507
H 2.75448 2.16245 5.99574
C 0.71593 1.38618 4.51512
H 0.47971 1.53849 5.56345
H 1.21082 1.09090 -2.54108
H -5.63429 0.31946 -0.57320
H -4.31755 0.70885 4.49854
N -1.54361 -1.66466 -0.05028
H -5.85951 0.56615 1.17321
H -5.27753 3.10109 0.85531
Fe -1.24303 1.24531 -0.54575
C -1.66835 -2.99185 -0.36927
H 3.89975 1.18978 5.07796
C -0.78183 6.06390 -3.13687
C 2.96776 -2.12574 -3.76064
O -2.01848 1.60512 5.20039
H 3.26109 1.49133 2.35007
H 3.09057 2.68340 -0.72449
H 6.24573 -1.28282 -3.57307
H -3.39254 -5.06061 -2.42965
O -1.11184 0.73250 1.48050
C 4.14035 -1.40116 -3.95398
H -3.53243 1.41230 1.33934
O -3.10441 1.05984 -0.65066

(11)
7
Properties=species:S:1:pos:R:3 method="wB97M-V/def2-TZVPD" lumo_energy_ev="-0.457 / -0.457" relative_energy_kcal_mol=85.4 homo_energy_ev="-10.871 / -10.871" multiplicity=1
C -0.22291 -0.12038 -0.06684
H 0.64989 -0.74856 0.15589
O -1.04398 -0.62624 -1.26223
F -2.51937 -1.20395 0.52772
F -2.75105 1.33073 -0.01628
C -1.64965 -0.51521 -0.13258
H 0.08133 0.84566 -0.13154

(12)
21
Properties=species:S:1:pos:R:3 method="wB97M-V/def2-TZVPD" lumo_energy_ev=0.620 relative_energy_kcal_mol=0.0 homo_energy_ev=-8.826 multiplicity=1
H -0.65966 1.91859 -1.14593
H -2.05891 1.46200 -0.19737
H -0.80071 -2.24496 -0.05805
H -1.83418 0.77916 -1.81649
H 2.00820 -0.73071 1.69709
O 1.27137 -1.26861 -2.31221
H -1.32371 -1.62292 -1.60418
C -1.27977 -1.39714 -0.53789
O 2.01972 0.70432 -1.44830
C 0.61679 1.48252 1.21789
C 1.41393 -0.26016 -1.75061
C 0.32708 0.11047 0.68941
H -0.30233 1.93756 1.59282
H 1.00302 2.14246 0.44267
H 1.34856 1.45398 2.02140
C -1.32014 1.08620 -0.90813
C 0.98813 -1.00771 1.43590
H 1.01364 -1.92634 0.85749
C -0.55195 -0.08838 -0.33958
H -2.31208 -1.32184 -0.19250
H 0.43300 -1.20849 2.35656

(13)
11
Properties=species:S:1:pos:R:3 method="wB97M-V/def2-TZVPD" lumo_energy_ev=0.491 relative_energy_kcal_mol=21.3 homo_energy_ev=-8.985 multiplicity=1
Cl -1.75524 0.06631 -2.17413
N 0.73585 -0.23003 0.83404
C -0.56164 0.07321 0.35162
H 2.25062 -1.18845 -0.10409
H 1.25658 -0.70346 -2.34451
C 0.82813 -0.44469 -1.38487
O -1.48659 0.41505 1.05109
S 1.35296 0.35565 2.29591
H 1.15768 -0.77223 2.99600
N 1.62229 -0.40031 -0.25772
C -0.44775 -0.13877 -1.09420

(14)
77
Properties=species:S:1:pos:R:3 method="wB97M-V/def2-TZVPD" lumo_energy_ev="-6.975 / -6.787" s2=2.020 homo_energy_ev="-13.780 / -14.144" multiplicity=3 total_charge=+2
C 2.22248 1.85624 -1.16749
H 0.17025 1.30777 -4.21964
H -1.62794 -5.75269 2.30005
H -3.47166 0.46153 0.47912
C -1.61692 -4.70146 2.04773
H -4.49505 1.54932 -0.43436
H 1.44799 -3.18318 0.79736
H 5.20725 3.38793 -0.64403
N -1.81954 -1.25499 -1.31892
C 2.03110 1.60250 4.92997
C -2.62601 2.15748 -2.31270
C 2.18365 3.13855 0.89509
C 3.49329 3.50318 0.66531
N -2.43496 1.63711 -0.90900
P 1.53182 -0.74224 0.98777
C 3.20369 -0.68240 0.25581
C -2.35863 2.80595 0.01105
H -2.26829 -3.23002 -1.54465
H -2.60262 -0.35104 -3.06513
H -3.15667 3.10791 -2.23103
Mo -0.62044 0.31208 -0.32559
C -1.79208 -2.38628 2.75813
C -4.05975 -0.28554 -1.47310
H -2.19744 2.46344 1.03245
C -3.65839 0.85157 -0.51878
H -0.40668 0.57745 2.82253
Br 0.00483 -2.42512 -4.52078
H -4.57288 -1.03434 -0.86722
C -1.80852 -3.73496 3.04728
C 0.59647 0.72603 3.20586
C 1.36538 -3.57377 -3.78676
C 0.76118 1.41762 4.39676
H -1.53887 3.45545 -0.27408
C -0.52803 1.10644 -3.40736
H 4.04807 1.97579 -2.30749
H 3.86116 -1.34529 0.81770
C 1.47082 1.27977 -2.23832
H -1.42046 -5.03244 -0.05660
N 0.24450 0.84366 -2.17573
C 3.54550 2.28319 -1.39726
H 1.02221 -4.59464 -3.87481
H 3.61654 0.32233 0.27002
O -1.41356 -0.69005 1.15202
C 4.18580 3.07518 -0.47964
Br 1.74071 -3.24219 -1.92157
O 0.28443 1.92150 0.21577
H -1.09942 0.23841 -3.70093
H 2.15713 2.14220 5.85942
H -3.29899 3.35694 -0.03334
C -1.79184 -2.48336 -0.90784
C 3.13630 1.08282 4.27098
C 2.97267 0.39407 3.07784
C -1.37784 2.35557 -3.15897
H 1.64447 3.46647 1.77464
C 1.49614 -2.46024 1.60835
H -1.71268 2.74688 -4.12150
H -1.91942 -1.63836 3.52954
H -3.29805 1.48659 -2.83383
H -1.96977 -4.05083 4.07026
H -3.30293 -1.89351 -2.67633
H 3.99202 4.14636 1.37949
H 4.12832 1.20813 4.68509
C -1.54800 -1.98602 1.44951
H 0.66001 -2.63109 2.28012
H -0.73317 3.12355 -2.72366
H 3.85105 -0.00008 2.58670
H 2.42288 -2.60420 2.16433
C -1.48084 -4.30010 0.74143
C 1.70079 0.21035 2.53107
C -1.45005 -2.93061 0.41836
C 1.55364 2.29145 -0.00870
C -2.92736 -0.96535 -2.24307
H 3.16338 -1.03135 -0.77390
H -4.79234 0.06343 -2.20260
H -0.10560 1.80729 4.91436
H 1.90803 1.37622 -3.23190
H 2.27776 -3.40594 -4.34065

(15)
18
Properties=species:S:1:pos:R:3 method="wB97M-V/def2-TZVPD" lumo_energy_ev=0.370 relative_energy_kcal_mol=103.7 homo_energy_ev=-8.252 multiplicity=1
O -1.45573 2.14873 -0.24214
N -1.65395 -2.86344 0.28721
H -2.29345 -2.99445 1.06540
H -1.33668 -1.29810 1.61967
H 2.57971 -0.22012 -0.63593
H 0.69897 -1.92496 -0.53863
C 0.08877 -1.00074 -0.14651
H 3.53769 2.20131 -0.05559
C 2.03148 0.65799 -0.33074
C 2.51476 1.94356 -0.33962
H 1.71735 2.70074 -0.32207
H -2.17526 -0.69176 0.18206
C 0.68897 0.26406 0.07286
H -0.73603 -3.18589 0.47925
C -1.25240 -1.34885 0.49230
H 0.35696 0.59208 1.02831
H -1.26382 1.90052 -1.18723
H -2.29138 2.67882 -0.19837